12
Properties=species:S:1:pos:R:3:forces:R:3 method="wB97M-V/def2-TZVPD" charge=0 fmax_ev_per_a=0.61 homo_lumo_gap_ev=10.25 relative_energy_kj_mol=145.6 e_lumo_ev=0.7 smiles="O=C1CC[C@@H]1O" total_energy_ha=-306.45084
O 1.925 0.007 0.564 -0.0411 0.2303 0.1119
H -0.985 1.529 0.428 0.0032 -0.1375 -0.0834
H -2.065 0.524 -0.561 0.1561 -0.0006 0.0371
O 0.347 0.822 -2.201 -0.0934 -0.2090 0.5669
C 0.836 -0.553 -0.127 -0.0514 -0.2510 -0.1531
H -1.056 -1.551 0.409 0.1026 0.1071 0.0743
H 1.206 -1.480 -0.573 -0.1085 0.1280 0.0243
C -0.508 -0.636 0.649 -0.0209 -0.1250 0.1345
H -0.419 -0.544 1.735 -0.0014 0.0249 -0.1717
C -1.064 0.585 -0.127 -0.1199 0.0865 -0.0624
C 0.113 0.419 -1.096 0.0710 0.2822 -0.4561
H 1.671 0.877 0.902 0.1037 -0.1359 -0.0223